Entry 1:
C16H10BrCoF5S | ωB97M-V/def2-TZVPD

Each line ends with the Mulliken charge.
Element x y z (Å)
1 C 0.59220 0.87248 -1.96331  -0.3894
2 C -0.81785 1.05395 -1.81387  -0.3235
3 C -1.02687 1.92609 -0.68223  -0.4824
4 H -1.58962 0.66001 -2.47779  0.3403
5 C 0.25889 2.27355 -0.13852  -0.1171
6 C 1.25653 1.62982 -0.92556  -0.4344
7 H 2.33921 1.78999 -0.82988  0.3366
8 H 1.07067 0.38690 -2.83071  0.4587
9 H -2.00437 2.29083 -0.33656  0.3157
10 H 0.45300 3.01141 0.65012  0.4576
11 Co -0.07616 0.26634 -0.19727  -0.1757
12 Br -2.38916 -0.73726 0.15617  -0.6219
13 C 0.54941 -1.92293 1.20889  -0.5327
14 C 1.72142 -1.12611 0.91191  -0.4225
15 C 1.89740 -1.10932 -0.51042  -0.5942
16 H 2.43693 -0.71733 1.64953  0.2988
17 C 0.80151 -1.85973 -1.10190  -0.5557
18 C -0.01254 -2.37239 -0.04124  -0.6458
19 H -0.90513 -2.99228 -0.16277  0.5065
20 H 0.16107 -2.18451 2.20453  0.4318
21 H 2.78672 -0.72516 -1.04461  0.5075
22 H 0.65136 -2.05919 -2.18283  0.3999
23 F -2.68787 5.78597 3.97654  -0.3565
24 C -2.20734 4.61784 3.54833  0.2412
25 C -0.89193 4.23527 3.85352  0.5293
26 F -0.13432 5.04481 4.57084  -0.3522
27 C -0.41700 3.03734 3.45287  0.1093
28 F 0.83200 2.64584 3.74411  -0.3540
29 C -1.25590 2.16410 2.73671  0.2264
30 S -0.65934 0.58589 2.27665  -0.3436
31 C -2.56948 2.56128 2.42003  -0.1544
32 F -3.37871 1.72986 1.77257  -0.3283
33 C -3.03750 3.76151 2.81885  0.3692
34 F -4.27600 4.10547 2.53904  -0.3442

Atomic forces in eV per Å
0.451 2.114 -1.748
0.068 1.801 -1.472
-0.336 1.822 -0.948
0.327 -0.017 0.526
0.049 1.613 -1.217
0.313 1.603 -1.435
-0.658 -0.419 0.149
-0.267 0.006 0.949
0.687 -0.486 -0.044
-0.167 -0.741 -0.192
-0.628 -4.704 4.094
-2.148 -0.775 -0.797
0.436 -0.913 -1.100
-0.198 -0.833 -0.515
-0.071 -1.671 0.426
-0.713 -0.099 -0.537
0.788 -0.277 0.534
1.637 -0.001 0.884
0.488 0.501 0.092
0.167 0.445 -0.647
-0.859 0.002 0.361
0.077 0.285 0.884
-0.251 0.957 0.343
0.425 -1.072 -0.376
-1.487 0.567 -0.195
0.754 1.154 0.817
-0.687 -1.490 -1.018
-0.026 0.483 0.208
0.542 -1.230 -0.511
0.359 0.622 1.665
1.435 -1.070 0.126
-0.195 0.163 0.012
1.114 0.945 0.846
-1.426 0.714 -0.168

## Properties
F_max (hartree/bohr): 0.122
Multiplicity: 4
Total energy (eV): -148842.9337
Net charge: -2
Orbital gap (alpha / beta) (eV): 4.8 / 5.0
HOMO level (alpha / beta) (eV): 0.20 / 0.04
Energy relative to the best compared isomer or geometry (same formula, charge and spin) (kJ/mol): 75.2


Entry 2:
C11H14AuN6O4 | ωB97M-V/def2-TZVPD

Each line ends with the Mulliken charge.
Element x y z (Å)
1 Au 0.09943 -0.84008 -0.04696  0.9624
2 O 7.67117 -0.56167 -0.57797  -0.3834
3 C 7.48820 -0.41154 0.55177  0.8334
4 O 7.36086 -0.25043 1.69057  -0.3770
5 C 4.78183 -0.89201 0.31915  0.1772
6 C 4.28695 -0.50026 -0.85993  -0.6747
7 C 2.91392 -0.50981 -1.00730  -0.0670
8 N 2.10136 -0.83007 -0.00337  -0.3688
9 C 2.65086 -1.29231 1.16908  0.7253
10 C 4.04518 -1.28385 1.38138  -0.6251
11 C 1.55838 -1.72686 2.16323  0.1607
12 O 1.77448 -1.62065 3.39787  -0.5731
13 O 0.43832 -2.11324 1.55592  -0.7283
14 H 4.92138 -0.14613 -1.69633  0.3872
15 H 2.40652 -0.28596 -1.94507  0.5724
16 H 4.44860 -1.50732 2.36664  0.4911
17 C -4.94898 1.18314 0.08142  -1.0779
18 N -4.13596 0.02162 -0.13519  0.1457
19 C -4.74100 -1.27666 -0.12956  -1.0346
20 C -2.78850 0.15285 -0.28438  0.6185
21 N -1.93277 -0.85693 -0.22179  -0.6233
22 N -2.26775 1.43412 -0.43193  -0.0879
23 C -1.05174 1.76489 -0.94152  0.4006
24 N -0.83836 3.06028 -1.23705  -0.3939
25 N -0.09619 0.85467 -1.16356  -0.6305
26 H -5.91929 0.85586 0.45367  0.3703
27 H -5.07452 1.73467 -0.82838  0.3713
28 H -4.52159 1.83394 0.90705  0.3661
29 H -5.84144 -1.15632 -0.14497  0.3056
30 H -4.41734 -1.90673 0.75235  0.3574
31 H -4.50563 -1.88749 -1.00347  0.4117
32 H -2.38318 -1.78058 -0.21368  0.2084
33 H -2.85026 2.25952 -0.23789  0.1698
34 H -1.51745 3.74781 -0.90947  0.2041
35 H 0.10275 3.38211 -1.38893  0.2414
36 H 0.78177 1.35140 -1.38141  0.1649

Atomic forces in eV per Å
-0.721 -0.581 0.254
-0.109 -0.072 -0.602
0.490 0.105 0.438
-0.188 0.003 0.197
0.285 -0.085 0.747
0.486 0.842 -2.420
-0.527 0.239 -0.229
3.227 -1.328 1.125
-0.424 0.610 -0.492
-1.354 -0.219 0.958
-0.422 0.163 2.641
-0.545 -0.603 -3.692
1.682 -0.202 1.905
-0.424 -0.434 0.562
0.336 0.196 0.076
-0.153 -0.210 -0.193
-0.019 0.747 1.530
1.735 0.399 -0.415
-0.493 -1.613 0.816
0.592 -1.763 0.663
-2.940 0.079 -0.515
-1.013 1.174 0.081
2.651 -1.765 -0.592
-1.071 0.639 0.566
-0.950 3.532 -0.822
0.074 0.137 -0.159
-0.235 0.558 -0.472
-0.473 -0.601 -0.934
0.727 -0.122 0.256
-0.523 0.798 -0.612
0.193 0.315 -0.234
0.155 0.709 0.210
0.103 -1.081 -0.149
0.554 -0.155 -0.312
-0.074 0.026 -0.006
-0.633 -0.436 -0.174

## Properties
F_max (hartree/bohr): 0.074
Multiplicity: 3
Total energy (eV): -32448.5736
Net charge: +1
Orbital gap (alpha / beta) (eV): 7.2 / 8.3
HOMO level (alpha / beta) (eV): -10.06 / -12.19


Entry 3:
C19H56F2N5O13S2 | ωB97M-V/def2-TZVPD

Each line ends with the Mulliken charge.
Element x y z (Å)
1 N 1.39187 -0.29265 -0.54724  -0.5168
2 S 0.92405 1.16262 -1.00504  0.9056
3 O 0.55532 1.98815 0.10730  -0.4012
4 O 0.24526 1.28159 -2.24378  -0.6109
5 F 2.36684 1.76430 -1.36076  -0.4576
6 S -0.14091 -1.01799 -0.44367  0.6319
7 O -0.70640 -1.41309 -1.67975  -0.4302
8 O -0.92890 -0.53929 0.62975  -0.2178
9 F 0.42213 -2.38196 0.12659  -0.1939
10 C -3.71901 -2.96541 0.21936  -0.6122
11 C -5.04346 -2.64274 0.86427  -0.2048
12 O -5.91719 -2.09612 -0.13077  -0.5348
13 H -3.89845 -3.58600 -0.65756  0.3056
14 H -3.06830 -3.47188 0.93448  0.3589
15 H -3.21973 -2.04096 -0.06738  0.0266
16 H -4.90360 -1.87650 1.64154  0.0976
17 H -5.51419 -3.49140 1.37409  0.2909
18 H -6.64116 -1.64500 0.30983  0.3086
19 C -0.41860 -5.24047 -2.82561  -1.1167
20 C -1.58489 -4.32084 -2.44701  0.2358
21 O -1.87230 -3.30415 -3.37242  -0.6518
22 H 0.16134 -5.49898 -1.93682  0.2503
23 H 0.26318 -4.73343 -3.50613  0.2836
24 H -0.77531 -6.15065 -3.30585  0.3485
25 H -1.45007 -3.90078 -1.44248  -0.2057
26 H -2.47505 -4.93954 -2.28486  0.4930
27 H -1.29038 -2.55137 -3.19353  0.4651
28 C 3.34442 -3.42321 -3.92565  -1.4174
29 C 2.37443 -2.47783 -3.23634  0.6445
30 O 2.99810 -1.98552 -2.06275  -0.5900
31 H 3.33853 -4.35223 -3.34628  0.3323
32 H 4.36919 -3.05792 -3.90425  0.3783
33 H 3.00847 -3.67780 -4.93022  0.3748
34 H 1.50865 -3.07510 -2.93522  -0.3927
35 H 2.02442 -1.67014 -3.88705  0.2911
36 H 2.37662 -1.38918 -1.60859  0.2945
37 C 0.92727 -5.72890 2.06851  -1.0826
38 C 2.25403 -5.00413 1.96872  0.3682
39 O 3.11995 -5.54032 2.97375  -0.5661
40 H 0.22516 -5.24024 1.38442  0.1834
41 H 0.52605 -5.72358 3.07657  0.3542
42 H 1.04421 -6.72923 1.64878  0.3214
43 H 2.15052 -3.92226 2.06887  -0.0677
44 H 2.68247 -5.19845 0.97590  0.1992
45 H 3.96115 -5.07751 2.93511  0.2944
46 C 1.82589 5.47039 1.76897  0.6466
47 O 0.80514 6.11864 1.62595  -0.6191
48 N 3.00199 6.03960 2.22002  -0.4432
49 N 1.94372 4.14766 1.43254  -0.0659
50 H 3.07120 7.03014 2.33940  0.2196
51 H 3.82643 5.48293 2.34615  0.1407
52 H 2.70791 3.59931 1.78174  0.2217
53 H 1.16602 3.69177 0.98437  -0.0325
54 C 3.11940 -1.05711 2.57488  0.5660
55 O 3.53548 -1.29910 3.70016  -0.7332
56 N 3.57177 -1.76052 1.47872  -0.2501
57 N 2.15932 -0.13590 2.27136  -0.1022
58 H 3.20606 -1.60985 0.55037  0.2644
59 H 4.30268 -2.43121 1.60253  0.1522
60 H 1.62068 0.29668 2.99845  0.1733
61 H 1.86694 -0.09994 1.30150  0.1692
62 C -1.79426 4.90564 -0.37843  -1.5513
63 C -2.03537 3.82500 -1.40500  1.4820
64 C -2.88492 2.72985 -0.78369  -1.1176
65 O -2.67100 4.43057 -2.54695  -0.6623
66 H -1.21288 5.75070 -0.75106  0.2495
67 H -1.30804 4.52895 0.52185  0.3184
68 H -2.74916 5.32621 -0.04272  0.4977
69 H -1.08562 3.42725 -1.77003  -0.4004
70 H -3.68406 3.10870 -0.14808  0.3388
71 H -2.23865 2.10335 -0.15790  0.0496
72 H -3.28729 2.04085 -1.53252  0.4152
73 H -2.83355 3.72212 -3.17684  0.3641
74 C -2.59073 -1.43576 5.04791  -1.6297
75 C -2.43949 -0.88849 3.65105  1.4868
76 C -3.26535 0.37860 3.46764  -1.2743
77 O -1.06064 -0.61009 3.45805  -0.6007
78 H -2.43584 -0.66616 5.81018  0.3645
79 H -1.86914 -2.22217 5.27628  0.3695
80 H -3.58765 -1.84393 5.23914  0.3957
81 H -2.82922 -1.59415 2.90617  -0.4058
82 H -4.32085 0.15811 3.67675  0.3743
83 H -3.18594 0.75540 2.44765  0.2046
84 H -3.00631 1.16379 4.18029  0.3736
85 H -0.92865 -0.50324 2.50597  0.3098
86 C 2.82747 5.40720 -1.71362  -1.8368
87 C 1.47569 5.05939 -2.33509  2.0724
88 C 0.95188 6.22866 -3.12200  -1.6335
89 O 1.74298 3.97434 -3.27614  -0.5279
90 H 3.61013 5.51729 -2.46886  0.5278
91 H 3.14427 4.57177 -1.08402  0.3402
92 H 2.78597 6.29600 -1.08151  0.3938
93 H 0.84002 4.66683 -1.54226  -0.7801
94 H 1.70905 6.55093 -3.83850  0.4169
95 H 0.91693 7.09476 -2.44279  0.3699
96 H -0.03980 6.09709 -3.54422  0.3384
97 H 2.61364 3.63921 -3.04464  0.2920

Atomic forces in eV per Å
-3.372 -0.422 -0.528
2.596 3.169 -0.401
-0.592 -0.338 -0.101
-0.708 -0.538 0.104
-0.044 -0.682 0.254
2.578 -2.532 0.711
-0.260 0.621 -0.243
-0.709 0.772 -0.060
0.134 0.060 -0.011
-0.216 0.032 0.202
-0.292 0.835 0.459
0.091 -0.254 -0.064
0.224 -0.030 -0.019
-0.016 -0.161 -0.085
-0.034 -0.032 -0.216
0.144 -0.126 -0.007
0.103 -0.209 -0.277
-0.002 -0.013 0.020
0.010 0.254 0.120
-0.150 -0.330 0.925
-0.035 -0.062 -0.387
-0.059 -0.165 -0.024
-0.033 0.023 -0.090
0.094 -0.026 -0.053
0.407 0.187 -0.160
-0.134 0.135 -0.517
-0.216 -0.231 0.082
-0.306 -0.412 0.495
0.032 -0.338 0.210
0.152 0.132 0.013
0.148 -0.012 -0.096
-0.055 0.249 -0.264
0.144 0.144 -0.100
-0.239 0.161 -0.177
0.153 0.068 0.003
0.241 -0.084 -0.253
0.100 0.319 -0.979
0.133 -0.251 0.005
-0.035 -0.011 -0.066
-0.091 0.121 0.234
0.010 -0.123 0.066
-0.045 -0.215 0.506
-0.089 -0.024 0.184
-0.026 0.098 0.010
-0.035 0.087 0.057
0.294 -0.004 -0.295
0.055 0.041 -0.095
-0.004 -0.379 0.164
-0.031 0.573 0.261
-0.240 0.049 0.076
0.048 0.088 -0.103
-0.070 -0.173 -0.162
0.005 -0.169 0.207
-0.109 -0.520 0.223
-0.010 0.232 -0.120
-0.184 0.346 -0.237
0.488 -0.127 -0.320
0.143 -0.066 0.142
0.073 0.036 0.113
0.003 -0.116 0.090
-0.205 0.293 0.492
-0.191 0.587 0.206
-0.095 0.279 -0.058
0.511 -0.780 -0.058
-0.201 0.062 0.242
0.131 -0.180 -0.107
0.148 -0.130 -0.144
-0.042 -0.106 -0.135
0.018 -0.214 0.241
-0.115 0.157 -0.180
-0.043 0.129 0.081
-0.118 0.168 -0.046
0.016 0.026 -0.054
-0.147 -0.352 0.742
-0.128 0.700 0.184
-0.619 -0.026 0.222
-0.077 -0.231 -0.217
0.080 0.161 -0.217
0.018 -0.028 -0.281
-0.008 0.036 -0.218
0.360 -0.287 0.060
0.037 -0.052 -0.227
0.041 0.076 0.017
0.365 -0.035 -0.093
0.139 0.049 0.127
0.040 -0.272 0.511
1.621 -0.702 -0.858
-0.001 0.999 0.934
-0.374 0.458 0.286
-0.209 0.296 -0.184
-0.029 0.048 0.136
-0.002 0.003 -0.045
-0.426 0.277 -0.106
-0.204 -0.418 -0.416
-0.378 -0.191 0.035
0.075 -0.175 -0.236
-0.144 -0.278 -0.060

## Properties
F_max (hartree/bohr): 0.080
Total energy (eV): -81788.1795
Net charge: -1
Orbital gap (eV): 9.9
HOMO level (eV): -7.50